1.
37
Properties=species:S:1:pos:R:3:forces:R:3 method="wB97M-V/def2-TZVPD" smiles="CCOC(=O)c1[nH]c2ccc(Br)cc2c1NC(=O)CNC" homo_ha=-0.288 e_lumo_ev=0.2283 spin_multiplicity=1 largest_force_ha_per_bohr=0.015
H -2.449 3.191 -0.421 0.153 -0.137 -0.006
C 4.628 -0.631 -0.007 0.050 0.317 -0.061
H -2.786 2.345 1.749 0.004 -0.030 0.103
O -1.698 -2.913 0.278 0.028 0.161 -0.044
H -3.700 -1.686 0.698 0.030 0.205 -0.056
C 4.684 -2.018 0.176 -0.114 -0.124 0.023
N 1.047 -2.538 0.251 -0.251 -0.215 0.016
C -1.261 -1.792 0.136 -0.168 -0.233 0.069
O -2.034 -0.696 -0.003 0.438 0.024 -0.017
C 0.160 -1.492 0.111 0.301 0.531 -0.059
H -0.476 3.361 -1.538 0.030 0.015 0.065
H -3.871 0.053 0.301 0.062 -0.110 0.005
H -1.740 3.781 1.843 0.026 -0.049 0.006
H 3.546 -3.816 0.421 0.032 -0.122 0.015
H -5.018 -1.364 -1.405 -0.133 -0.009 -0.025
C 0.717 2.183 -0.237 -0.284 0.001 -0.050
N -1.688 2.677 0.013 -0.295 0.321 -0.274
H 5.644 -2.507 0.237 0.051 -0.047 0.007
O 1.871 2.528 -0.128 0.212 0.157 0.011
N 0.243 0.911 -0.220 -0.548 0.023 -0.079
C 3.450 0.069 -0.095 0.434 0.000 -0.006
C 0.871 -0.305 -0.042 -0.197 -0.727 0.128
C -1.820 2.755 1.458 -0.046 0.071 0.083
C 2.312 -2.063 0.192 0.066 0.532 -0.064
C -3.936 -1.279 -1.411 0.293 0.075 0.284
C 3.523 -2.746 0.279 0.142 -0.032 0.006
H -0.116 4.137 0.015 0.044 -0.177 -0.054
Br 6.278 0.316 -0.143 -0.114 -0.060 0.012
H 3.435 1.138 -0.226 0.016 -0.037 0.000
H -3.509 -2.235 -1.706 -0.012 -0.066 -0.043
C -0.414 3.190 -0.459 0.052 0.149 0.029
H -3.641 -0.521 -2.133 -0.022 0.064 -0.080
C 2.256 -0.653 0.007 0.085 -0.397 0.058
H -0.775 0.856 -0.262 0.184 0.122 -0.024
H -1.034 2.157 1.919 -0.018 -0.042 0.093
H 0.748 -3.492 0.371 0.019 0.083 -0.015
C -3.447 -0.900 -0.020 -0.551 -0.238 -0.058

2.
128
Properties=species:S:1:pos:R:3:forces:R:3 method="wB97M-V/def2-TZVPD" smiles="O=C1C=CC(=O)C=C1.O=C1C=CC(=O)C=C1.O=C1C=CC(=O)C=C1.O=C1C=CC(=O)C=C1.O=C1C=CC(=O)C=C1.O=C1C=CC(=O)C=C1.O=C1C=CC(=O)C=C1.O=C1C=CC(=O)C=C1.O=C1C=CC(=O)C=C1.O=C1C=CC(=O)C=C1.ClCCCl" homo_ha=-0.366 e_lumo_ev=-1.9205 spin_multiplicity=1 largest_force_ha_per_bohr=0.093
C -10.961 -8.163 20.179 2.040 -1.182 0.356
H -17.933 -6.585 22.347 -0.583 0.467 0.311
C -11.679 -7.128 27.359 0.772 -1.649 -0.128
H -5.374 -6.860 23.456 0.732 0.084 0.282
H -16.525 4.287 17.479 -0.301 0.437 -0.120
H -18.549 -7.144 19.961 -0.376 -0.589 0.219
H -14.295 -7.919 19.329 0.923 -0.366 -1.169
C -11.379 -4.119 18.440 -0.432 -0.241 1.256
O -18.016 1.007 19.834 -0.515 0.902 -0.189
H -15.054 -3.620 26.057 -0.523 0.201 -0.902
O -6.930 -2.410 21.560 0.321 0.256 -0.594
C -14.419 2.230 19.262 -0.104 -0.108 -0.313
H -3.961 -3.316 18.234 -1.254 0.024 0.458
C -16.847 -0.535 18.474 0.109 0.980 -1.022
H -16.723 0.303 17.751 0.359 -0.912 0.370
H -12.789 2.520 16.291 0.201 0.345 -0.207
H -11.159 -7.489 28.301 -0.709 0.626 -1.293
C -5.977 -2.579 17.585 -0.265 0.760 1.036
C -11.055 -8.870 16.243 0.776 0.172 -1.180
C -10.350 -1.598 23.206 0.121 -1.337 0.152
H -10.736 -4.837 17.952 0.126 0.031 -0.106
C -12.814 -7.430 25.253 -0.397 -1.309 -2.083
H -12.694 1.261 18.432 0.999 -0.359 0.090
C -17.897 -5.217 24.728 0.952 -0.815 1.294
C -11.015 -0.939 22.088 -1.172 0.500 1.972
Cl -9.984 -9.379 14.910 0.119 -0.454 -0.010
C -11.184 -8.362 21.605 1.350 -0.944 1.931
O -7.834 -9.394 22.431 -0.762 0.424 0.694
H -19.318 -4.492 23.488 -0.006 0.818 -0.249
C -16.638 -5.038 25.514 0.511 -0.419 -0.081
C -7.565 -1.861 19.346 0.074 0.086 3.273
C -13.361 2.058 18.241 -1.860 1.433 -1.187
H -10.863 -9.438 17.134 0.315 -0.177 0.278
C -12.299 -1.402 24.550 -1.320 1.418 -1.534
C -17.816 -2.908 24.071 -0.606 0.425 -0.519
H -12.961 -4.121 25.937 0.759 -0.167 0.472
O -16.712 -8.240 18.458 -0.417 -1.049 -2.280
H -18.371 -6.184 24.826 0.100 -0.125 -0.116
C -14.730 -7.038 21.140 0.093 1.154 1.168
C -16.618 -2.769 19.411 2.183 -2.074 0.252
H -8.105 -2.107 17.347 -0.043 0.516 -0.387
C -10.941 -1.897 24.352 -0.313 0.995 0.361
H -19.016 -1.040 21.135 0.293 0.071 0.364
C -17.222 -6.840 21.597 0.039 0.163 1.277
C -12.768 -2.072 18.444 -0.135 -1.356 3.520
H -9.443 -2.055 22.928 1.477 -0.117 -0.079
C -18.405 -4.242 24.018 -0.806 -0.449 -0.150
H -15.615 -2.111 17.638 0.206 0.411 -0.152
O -6.100 -5.994 21.039 0.882 -0.041 -0.085
H -17.760 -3.146 21.179 -0.486 -1.384 1.147
H -12.219 -8.288 21.931 0.318 0.232 0.251
C -15.047 -7.551 19.954 -0.485 0.112 1.065
H -8.447 -1.460 19.896 0.281 -0.272 -1.191
C -17.580 -7.278 20.411 1.384 0.406 -1.172
H -16.182 -1.682 24.676 0.089 0.134 0.436
H -12.960 -3.668 21.601 0.072 0.208 -0.512
C -15.949 -3.692 25.402 -0.175 -0.510 1.562
C -11.017 -7.378 16.390 0.557 -1.437 1.086
C -14.642 3.649 16.747 2.418 -2.251 3.426
C -13.150 -2.338 19.904 -0.331 -0.322 0.328
C -4.983 -3.033 18.601 -0.174 -0.446 2.188
C -9.054 -5.523 22.875 1.396 -1.009 0.772
O -9.487 -5.979 25.061 -0.908 -0.601 1.955
O -11.418 -4.876 28.011 0.742 0.814 1.061
O -10.511 -0.896 21.014 1.040 0.104 -2.326
C -8.642 -6.003 24.220 1.421 1.086 -0.987
C -5.385 -3.095 19.933 0.971 0.848 -3.044
C -17.778 -0.136 19.567 1.019 -1.922 0.531
H -13.751 -5.702 24.252 0.328 -0.412 0.860
C -11.885 -3.046 17.852 0.837 -0.310 -2.483
C -12.339 -0.358 22.360 0.817 1.442 -2.756
C -15.817 -6.634 22.048 -0.149 -0.400 -0.233
H -6.937 -6.862 25.409 -0.101 0.140 0.101
H -10.509 -2.336 25.234 0.366 -0.566 -0.100
H -13.842 -1.634 20.422 0.610 -0.481 -0.707
H -10.145 -8.812 23.510 -0.491 -0.308 -0.730
C -11.653 -4.354 19.911 -0.266 1.382 -0.003
H -14.042 -0.309 23.553 1.245 0.096 0.561
O -18.348 -1.980 23.499 -0.293 0.479 -0.345
H -10.083 -5.395 22.741 -1.352 0.441 -0.162
O -15.560 -6.132 23.127 -0.406 0.102 -0.279
C -15.676 2.980 18.871 1.552 0.586 -0.303
O -14.665 4.342 15.814 0.066 2.331 -4.108
O -12.988 -1.641 25.493 -0.605 -0.955 2.028
C -6.320 -6.367 23.443 -1.272 0.250 -1.148
O -16.032 -3.882 19.396 -1.462 2.257 -0.044
C -12.658 -5.170 26.032 -0.445 0.578 0.107
H -7.648 -9.210 19.945 0.471 -0.026 -0.115
O -10.963 -5.100 20.575 -0.578 -0.024 -0.247
H -11.937 -9.079 26.566 -0.094 0.392 -0.680
C -15.662 3.704 17.730 -2.495 -1.179 2.483
C -16.475 -7.735 19.499 0.451 1.109 2.180
C -12.704 -3.426 20.558 0.685 -0.391 -0.608
H -16.436 3.035 19.635 -0.219 -0.023 -0.143
H -11.625 -6.987 15.654 -0.716 1.268 -1.766
C -8.176 -5.457 21.905 0.602 -0.047 -1.383
C -11.839 -5.649 27.208 -1.340 -0.604 -1.358
C -6.762 -5.888 22.037 -0.774 -0.505 1.721
H -11.530 -7.277 17.308 -0.271 0.927 1.292
H -12.750 0.266 21.561 -0.046 -0.357 0.117
H -13.780 -6.724 21.661 -0.527 -0.958 -1.370
H -9.568 -8.334 18.500 0.169 0.045 0.204
O -16.177 -5.951 26.179 -0.409 0.967 -0.384
O -13.157 -8.136 24.306 0.255 -0.283 0.392
C -7.191 -6.402 24.463 -0.498 -0.139 -1.112
C -8.805 -8.994 21.805 1.201 -0.914 -0.702
C -17.579 -2.428 20.454 0.129 0.884 -1.037
O -11.887 -7.953 19.461 -1.918 0.768 -1.585
C -12.046 -8.006 26.375 -0.081 1.904 2.441
O -14.244 1.745 20.358 -0.521 -0.028 0.481
C -13.165 -6.008 25.141 0.558 0.136 0.145
C -13.473 2.752 17.093 0.279 -1.264 -0.073
C -6.604 -2.389 20.380 -0.829 -0.653 0.117
C -10.152 -8.765 22.406 -0.476 1.230 -0.453
O -5.722 -2.452 16.415 0.210 -0.317 -0.447
H -4.809 -3.523 20.724 0.532 -0.155 0.236
Cl -9.415 -6.657 16.419 0.106 0.302 0.118
C -9.610 -8.436 19.580 0.288 -0.134 0.376
C -18.191 -1.254 20.468 -0.859 0.607 -0.116
H -12.035 -9.060 15.883 -0.984 -0.558 -0.015
C -7.330 -2.133 18.094 0.068 -0.748 -1.587
C -8.592 -8.891 20.328 -2.095 0.879 0.072
H -11.695 -2.809 16.781 0.081 -0.383 0.800
C -16.258 -1.736 18.419 -1.013 0.122 -0.130
H -8.446 -5.269 20.871 -0.129 0.334 0.111
C -12.950 -0.547 23.480 -1.560 -1.215 1.523
C -16.585 -2.674 24.820 1.023 -0.649 -0.317
O -13.186 -1.131 17.858 -0.742 1.777 -1.258

3.
64
Properties=species:S:1:pos:R:3:forces:R:3 method="wB97M-V/def2-TZVPD" relative_energy_kj_mol=16.8 smiles="Cc1cc(C)c(NC(=O)C[N+](C)(C)C[C@@H](O)COc2cccc3ccccc23)c(C)c1" homo_ha=-0.389 e_lumo_ev=-2.1519 total_charge=+1 spin_multiplicity=1 largest_force_ha_per_bohr=0.025
C -5.177 -2.698 -2.393 -0.073 -0.054 -0.005
H 1.133 3.670 0.656 0.004 -0.123 -0.086
H 1.089 0.405 -0.877 -0.222 0.122 0.114
C 0.948 1.207 1.497 0.688 -0.340 1.018
H -4.425 2.413 0.253 -0.016 0.085 0.009
C 2.786 1.429 -2.440 -0.297 0.463 0.228
H 0.934 0.122 1.411 -0.081 -0.032 -0.175
C -5.115 -0.526 -1.147 0.095 -0.008 0.121
C -3.609 -2.256 -0.486 -0.057 0.144 -0.020
H 3.813 2.670 -0.480 -0.026 -0.043 0.008
N -3.107 0.692 1.702 -0.658 -0.278 0.255
H -0.427 3.499 1.477 0.059 -0.130 -0.158
C 2.300 -1.933 -0.284 -0.216 -0.088 -0.062
H 4.752 -2.851 2.554 0.067 -0.030 0.099
N 0.185 1.814 0.383 -0.199 0.069 0.015
C 0.124 3.277 0.565 -0.048 1.076 0.283
H -5.766 1.988 -0.820 -0.048 0.053 -0.032
H -4.483 -3.494 -2.648 0.012 -0.062 -0.062
H -1.115 -2.211 0.864 0.111 -0.008 0.004
H -1.789 -1.320 2.240 0.057 -0.036 0.051
H 0.095 1.614 -1.717 -0.067 -0.005 0.141
C -4.627 0.307 -0.155 0.081 -0.007 -0.041
H -5.413 -2.129 -3.289 -0.016 -0.014 -0.088
C 5.686 -0.946 0.915 0.183 0.153 -0.053
C 4.059 -2.589 1.769 -0.170 -0.154 0.063
C 3.530 -1.247 -0.194 0.099 0.075 0.012
H 2.147 1.414 -3.327 0.090 0.078 0.020
H 2.576 -3.988 2.378 0.018 -0.069 0.085
C -2.026 -2.001 1.426 -0.039 -0.002 -0.003
C 4.436 -1.594 0.842 -0.140 0.146 -0.274
H 1.036 -3.434 0.541 -0.067 -0.034 -0.050
C -3.094 -1.454 0.524 -0.051 0.094 0.076
H -1.118 0.178 0.127 0.156 0.115 -0.104
C 0.823 1.465 -0.917 0.709 -0.184 -0.651
C -1.978 1.401 1.681 0.488 0.101 -0.333
H -1.768 1.728 -0.424 0.166 -0.044 -0.048
C -4.615 -1.810 -1.330 0.111 0.043 0.085
C 2.092 2.243 -1.318 -0.074 -0.046 -0.440
C -5.201 1.675 0.052 -0.030 -0.021 -0.032
O 2.959 0.085 -2.082 0.316 -0.428 0.225
H 1.643 -1.715 -1.114 -0.058 -0.023 -0.032
C 6.029 -0.003 -0.010 0.037 -0.171 0.295
C 3.900 -0.226 -1.112 0.248 0.048 0.060
H 3.729 1.918 -2.708 -0.101 -0.014 -0.015
C 5.135 0.365 -1.026 -0.428 -0.027 -0.393
O 2.925 2.424 -0.197 0.070 0.050 0.156
H 1.821 3.225 -1.737 -0.035 -0.165 0.012
H 6.995 0.477 0.028 0.096 0.024 0.034
O -1.616 2.118 2.590 0.018 0.168 0.241
H -3.694 0.823 2.517 0.192 0.114 0.015
H 1.978 1.551 1.457 -0.155 -0.042 -0.105
C 1.970 -2.899 0.627 -0.131 0.136 -0.207
C 2.852 -3.223 1.669 0.237 0.010 0.183
C -3.603 -0.165 0.672 -0.026 -0.241 -0.298
H -5.908 -0.171 -1.788 -0.104 0.071 -0.105
C -1.184 1.241 0.363 -0.781 -0.246 0.214
H -0.377 3.737 -0.285 -0.019 -0.120 -0.096
H -6.101 -3.155 -2.038 -0.064 -0.067 -0.041
H 5.446 1.108 -1.745 -0.011 0.054 -0.100
H -3.221 -3.257 -0.603 0.057 -0.154 -0.040
H -5.879 1.668 0.906 -0.049 0.108 0.070
H 6.370 -1.218 1.704 0.095 -0.030 0.081
H -2.362 -2.941 1.858 0.049 -0.067 0.066
H 0.500 1.505 2.442 -0.050 0.008 -0.188

4.
11
Properties=species:S:1:pos:R:3:forces:R:3 method="wB97M-V/def2-TZVPD" relative_energy_kj_mol=137.5 smiles="OP(Br)Br.C=C" homo_ha=-0.359 e_lumo_ev=0.2783 spin_multiplicity=1 largest_force_ha_per_bohr=0.058
Br -2.842 -0.381 0.475 -0.499 -0.102 0.193
H -0.810 1.692 1.427 0.675 -0.513 -0.648
H -0.496 -2.364 0.226 -0.749 0.946 -2.539
H 0.972 -0.833 0.934 0.634 1.069 -0.558
H 0.035 -0.297 2.298 0.087 0.299 0.432
P -1.802 -1.161 -1.322 -0.390 -0.197 -0.312
C 0.450 0.031 1.352 -0.663 -2.181 0.845
C -0.106 1.083 0.813 0.492 2.671 -1.203
H 0.196 1.559 -0.183 -0.578 -1.023 1.339
Br -3.327 -2.767 -1.855 0.230 0.108 0.043
O -0.586 -2.007 -0.738 0.761 -1.078 2.410